Record 1
{"formula": "C23H40N5OP", "method": "wB97M-V/def2-TZVPD", "elements": ["P", "O", "N", "N", "N", "N", "N", "C", "C", "C", "C", "C", "C", "C", "C", "C", "C", "C", "C", "C", "C", "C", "C", "C", "C", "C", "C", "C", "C", "C", "H", "H", "H", "H", "H", "H", "H", "H", "H", "H", "H", "H", "H", "H", "H", "H", "H", "H", "H", "H", "H", "H", "H", "H", "H", "H", "H", "H", "H", "H", "H", "H", "H", "H", "H", "H", "H", "H", "H", "H"], "positions_angstrom": [[-1.26435, 2.00114, 0.87456], [3.87877, 1.15529, -0.56491], [-6.06720, 1.08429, -0.81429], [-5.02492, 1.06265, 1.29180], [-3.75068, 1.30825, 1.72051], [-3.78056, 1.56140, -0.45127], [4.93333, 0.54609, -0.13788], [-0.36119, 1.22410, -1.74904], [-3.02822, 1.59655, 0.62628], [7.10976, 0.93930, 1.03290], [-0.64039, 2.40729, -0.80592], [6.06692, -1.69114, -0.11386], [-7.95942, -1.01503, 1.49624], [-7.42790, -3.36461, 1.17515], [7.07976, 0.55448, -2.09758], [-0.58858, 0.33057, 1.23868], [-5.01753, 1.23846, -0.03082], [-7.36866, 0.71895, -0.25507], [6.72454, 1.80782, -1.29940], [-7.40616, -0.71165, 0.25743], [5.54311, 2.78929, 0.66994], [-6.87156, -1.73872, -0.52851], [0.94457, 0.36476, 1.16709], [3.86743, -1.40806, -1.18374], [-7.96822, -2.33883, 1.94443], [-6.88388, -3.05248, -0.08116], [-7.41045, -4.79338, 1.63719], [5.86468, -0.35886, -2.24957], [5.19279, -0.70227, -0.91982], [6.06910, 1.50121, 0.04726], [7.82147, 1.72092, 1.29582], [5.89663, -1.58589, 0.95756], [7.43863, 0.84471, -3.08624], [5.13657, 0.13155, -2.90389], [7.62042, 2.40594, -1.12358], [-7.66550, -4.88961, 2.68423], [-8.11196, 0.83255, -1.03288], [7.69354, 0.11421, 0.63417], [1.27163, -0.43908, 0.51721], [6.15441, -1.28737, -2.74584], [-5.75996, 0.80277, 1.92611], [6.04781, 2.42705, -1.89676], [-0.96750, -0.37486, 0.50359], [-1.41476, 3.02418, -1.24968], [-3.42816, 1.29604, 2.67281], [3.35748, -1.64312, -0.24704], [1.34109, 1.27839, 0.73925], [4.86910, 3.32373, 0.00318], [-6.44148, -1.51203, -1.49210], [7.13223, -1.57530, -0.30328], [-6.48572, -3.84800, -0.68885], [5.01335, 2.58593, 1.60197], [-5.93608, 1.17789, -1.80396], [6.62904, 0.60450, 1.95300], [-0.62390, 1.50629, -2.76087], [4.05908, -2.34121, -1.71111], [-0.94182, -0.02592, 2.19994], [7.90611, 0.02088, -1.62124], [0.24696, 3.00208, -0.63422], [1.40578, 0.18824, 2.12888], [3.19784, -0.81256, -1.80262], [0.67624, 0.91542, -1.71470], [-8.38329, -0.23038, 2.10526], [6.38112, 3.44835, 0.89162], [-7.58633, 1.40811, 0.55600], [-8.40167, -2.56395, 2.90700], [-0.95667, 0.35423, -1.49225], [-8.06012, -5.40152, 1.01811], [-6.40524, -5.18199, 1.49706], [5.81874, -2.71798, -0.37828]], "forces_ev_per_a": [[0.495, 0.657, 0.541], [-0.213, -0.166, 0.493], [-0.649, -0.025, 0.222], [-0.191, 0.020, 0.769], [0.308, 0.050, -0.446], [-0.120, 0.107, -0.562], [-0.213, 0.729, -1.434], [-0.129, 0.163, 0.242], [0.459, -0.255, 0.306], [-0.007, -0.170, -0.054], [-0.442, -0.961, -0.085], [0.051, 0.089, 0.091], [0.302, -0.404, -0.357], [-0.033, 0.159, -0.225], [-0.041, -0.006, 0.092], [-0.147, -0.155, -0.433], [0.475, -0.041, -0.473], [0.247, -0.582, 0.018], [-0.050, -0.123, -0.403], [0.221, -0.053, -0.004], [-0.294, 0.124, -0.085], [-0.146, -0.228, 0.328], [-0.088, -0.357, -0.129], [-0.300, 0.168, -0.072], [0.091, 0.161, -0.197], [-0.340, 0.585, 0.489], [0.380, 0.274, -0.173], [0.132, 0.325, -0.217], [0.276, -1.066, 0.391], [0.740, 0.108, 0.916], [-0.063, 0.099, -0.037], [-0.019, 0.013, -0.011], [0.020, -0.013, 0.002], [-0.063, 0.015, 0.094], [-0.002, 0.028, 0.072], [-0.199, -0.073, 0.133], [-0.113, 0.283, -0.149], [-0.051, 0.018, -0.001], [0.179, -0.062, -0.122], [-0.038, -0.062, 0.042], [-0.133, -0.185, -0.014], [-0.087, -0.036, 0.075], [-0.077, -0.105, -0.076], [-0.026, 0.399, 0.044], [-0.365, -0.039, 0.208], [0.032, -0.001, 0.010], [0.140, 0.184, 0.042], [-0.023, -0.094, 0.005], [0.054, 0.045, -0.150], [-0.023, 0.054, 0.024], [0.127, -0.080, -0.158], [0.007, -0.024, -0.004], [0.147, 0.099, -0.116], [-0.019, 0.004, -0.006], [0.121, -0.018, -0.243], [0.099, -0.043, 0.025], [-0.056, 0.126, 0.261], [-0.018, -0.010, 0.022], [0.109, 0.274, -0.095], [0.060, 0.184, 0.258], [0.045, 0.062, 0.084], [0.226, 0.028, -0.034], [-0.116, 0.102, 0.125], [0.089, -0.048, 0.012], [-0.288, 0.198, 0.053], [-0.036, -0.066, 0.117], [-0.194, -0.107, -0.054], [-0.270, -0.135, 0.044], [0.131, -0.167, 0.080], [-0.080, 0.026, -0.110]], "gap_ev": [7.6860, 8.7306], "total_charge": 1, "multiplicity": 2, "lumo_energy_ev": [-2.333, -2.333]}

Record 2
{"formula": "C24H28N2O6S2", "method": "wB97M-V/def2-TZVPD", "elements": ["S", "S", "O", "O", "O", "O", "O", "O", "N", "N", "C", "C", "C", "C", "C", "C", "C", "C", "C", "C", "C", "C", "C", "C", "C", "C", "C", "C", "C", "C", "C", "C", "C", "C", "H", "H", "H", "H", "H", "H", "H", "H", "H", "H", "H", "H", "H", "H", "H", "H", "H", "H", "H", "H", "H", "H", "H", "H", "H", "H", "H", "H"], "positions_angstrom": [[-0.03857, -2.77516, 2.40372], [0.07556, 2.81478, -0.52343], [0.94093, 3.68371, 0.22434], [1.23204, -2.94561, 3.04001], [-2.33418, -0.26171, 3.42721], [-0.49059, -3.77189, 1.47687], [-1.26470, 3.25843, -0.78172], [1.25350, 2.01114, -5.15824], [0.75311, 2.37910, -1.98057], [-1.16138, -2.68163, 3.62507], [-4.60606, 0.07425, 3.84254], [2.38303, 0.66102, -1.47129], [-2.98698, -1.28449, 2.68096], [2.59735, -2.00162, -0.61031], [-4.50348, -1.02256, 2.78078], [0.45234, 1.14957, 1.62790], [2.08726, -1.69611, -1.86713], [-0.71185, 1.10206, -4.65788], [0.24253, 3.02344, -3.17793], [-0.03108, -1.18140, 1.57601], [1.98089, -0.38577, -2.29200], [-0.00023, 1.23805, 0.32587], [0.20091, 2.05541, -4.31136], [-0.18460, 0.43954, -5.79351], [2.91473, 0.35908, -0.22529], [0.43662, -0.08094, 2.26466], [-0.49685, -1.09070, 0.27774], [3.01902, -0.95361, 0.19868], [2.66550, -3.41693, -0.13301], [2.17821, 2.08658, -1.91129], [1.01019, 1.03581, -6.04979], [-0.48792, 0.13995, -0.35664], [-3.26061, 0.77675, 3.67881], [-2.55637, -2.64457, 3.26254], [2.85695, -4.09832, -0.95908], [-0.63473, -0.36420, -6.33877], [-2.65489, -1.22217, 1.63556], [0.85769, 3.88900, -3.45731], [1.76650, -2.49642, -2.51846], [-0.84520, -1.98667, -0.21239], [1.57436, -0.17045, -3.26877], [1.74958, 0.86776, -6.80725], [-0.76481, 3.36002, -2.92863], [-2.70996, -3.43578, 2.52790], [-0.83163, 0.25998, -1.37127], [-0.91319, -1.95496, 4.28011], [-4.67784, -0.36226, 4.83895], [0.82248, 2.04028, 2.11011], [-4.88495, -0.66323, 1.82592], [2.65085, 2.77849, -1.20511], [2.60789, 2.24264, -2.90370], [0.80178, -0.20090, 3.27168], [3.42136, -1.17245, 1.17679], [-3.13667, -2.86505, 4.16311], [-5.04758, -1.92388, 3.05497], [-5.44840, 0.74218, 3.68398], [1.71731, -3.69736, 0.32792], [-3.28379, 1.47272, 2.82836], [-1.64472, 0.90731, -4.17040], [3.44014, -3.53662, 0.61942], [-2.92599, 1.30852, 4.56982], [3.24321, 1.16137, 0.41990]], "forces_ev_per_a": [[0.006, -0.096, 0.429], [-0.144, -0.197, -0.069], [0.179, -0.230, 0.035], [0.046, 0.372, 0.127], [-0.006, -0.200, 0.177], [-0.347, 0.233, -0.107], [-0.108, -0.143, -0.203], [0.326, 0.368, 0.147], [-0.460, 0.386, 0.935], [0.867, -0.191, -0.547], [0.271, 0.040, -0.033], [0.398, -0.163, -0.024], [-0.146, -0.432, -0.191], [0.127, 0.096, -0.032], [0.209, 0.055, -0.042], [-0.031, 0.054, 0.162], [0.035, 0.058, -0.041], [0.341, 0.549, 0.218], [-0.128, 0.142, -0.291], [0.032, -0.517, 0.212], [0.135, 0.049, 0.004], [-0.012, 0.424, -0.177], [-0.822, -0.238, 0.240], [0.490, 0.120, -0.167], [0.077, 0.075, -0.273], [0.002, 0.161, -0.049], [-0.039, 0.025, -0.097], [-0.004, -0.127, -0.078], [-0.088, -0.019, 0.068], [0.441, -0.237, 0.201], [-0.437, -0.652, -0.319], [-0.124, -0.103, 0.114], [-0.268, 0.248, 0.078], [-0.465, 0.373, -0.339], [0.019, -0.082, -0.024], [-0.032, -0.163, -0.172], [-0.107, 0.014, 0.196], [-0.120, -0.043, 0.048], [-0.030, -0.109, -0.084], [-0.044, -0.042, -0.138], [-0.109, 0.036, -0.180], [0.154, 0.061, -0.063], [0.088, 0.054, -0.285], [-0.238, 0.004, 0.091], [0.005, -0.113, -0.164], [0.150, 0.128, 0.153], [-0.019, 0.041, 0.046], [0.108, 0.038, 0.122], [-0.046, -0.044, -0.012], [0.132, -0.065, -0.199], [-0.100, 0.047, 0.078], [0.069, 0.102, 0.148], [0.048, -0.031, 0.138], [0.017, -0.019, -0.068], [-0.068, -0.062, -0.037], [-0.074, 0.017, 0.037], [0.027, -0.134, -0.029], [-0.003, -0.007, 0.080], [-0.217, 0.010, 0.165], [0.061, -0.071, 0.054], [-0.035, 0.037, -0.065], [0.015, 0.113, 0.097]], "gap_ev": 8.8142, "relative_energy_kj_mol": 0.0, "lumo_energy_ev": 0.115, "smiles": "Cc1ccc(CN(Cc2ccco2)S(=O)(=O)c2ccc(S(=O)(=O)NC[C@H]3CCCO3)cc2)cc1"}

Record 3
{"formula": "C17H15Cl2N3O2", "method": "wB97M-V/def2-TZVPD", "elements": ["Cl", "Cl", "O", "O", "N", "N", "N", "C", "C", "C", "C", "C", "C", "C", "C", "C", "C", "C", "C", "C", "C", "C", "C", "C", "H", "H", "H", "H", "H", "H", "H", "H", "H", "H", "H", "H", "H", "H", "H"], "positions_angstrom": [[-3.78652, -1.63020, 1.05566], [-2.28470, 0.39871, 3.03173], [-1.75922, -3.08658, -0.58252], [0.40097, -0.68587, 3.76002], [1.27258, -4.85452, -0.22447], [2.83441, -3.18873, 2.90856], [3.52763, 1.24323, 2.69977], [2.85653, 1.22578, 1.53996], [1.86538, 2.02679, -0.51752], [-2.11114, -1.69512, 1.35190], [1.51344, 0.52775, -0.30421], [2.28307, 0.14518, 0.90603], [4.52868, 0.53616, 4.75030], [0.62870, -2.19659, 1.96709], [-1.49588, -0.91871, 2.29616], [3.65910, 0.07154, 3.56831], [0.72813, -3.96374, 0.29681], [-1.33324, -2.62819, 0.47726], [-0.11007, -1.20427, 2.76433], [0.03466, -2.89175, 0.93276], [1.82984, -2.73211, 2.51339], [2.64356, 2.49807, 0.72691], [4.15766, 2.44315, 3.22156], [4.75880, 2.05007, 4.57855], [2.43309, -0.87826, 1.21300], [4.13549, -0.76558, 3.03477], [4.25488, 2.59109, 5.38819], [0.42922, 0.42613, -0.14145], [1.74816, -0.08575, -1.18383], [4.02757, 0.32513, 5.69908], [2.50790, 2.11456, -1.39776], [5.46737, -0.02571, 4.71983], [2.06862, 3.25102, 1.28655], [0.97097, 2.63124, -0.68944], [2.66698, -0.29067, 3.88973], [4.96169, 2.78964, 2.55197], [3.44294, 3.27412, 3.33772], [5.82275, 2.31609, 4.59411], [3.60279, 2.96350, 0.44943]], "forces_ev_per_a": [[0.142, 0.219, -0.151], [-0.013, -0.182, 0.169], [0.550, 0.739, 2.119], [-1.377, -1.000, -1.785], [-0.997, 1.695, 1.008], [-2.413, 1.040, -0.850], [0.199, -0.031, 0.666], [-0.831, -0.718, -1.268], [0.155, -0.219, -0.265], [0.295, 0.468, 0.690], [-0.347, 0.256, -0.332], [0.780, 0.642, 0.963], [0.033, -0.285, -0.183], [-0.979, -2.034, -0.898], [-0.592, -0.465, -0.749], [-0.198, -0.041, -0.107], [1.034, -1.748, -1.193], [-0.932, -0.050, -1.689], [0.873, 1.501, 1.387], [1.349, 0.554, 1.194], [2.866, -0.804, 0.915], [-0.111, -0.041, 0.213], [0.314, 0.330, 0.007], [-0.076, 0.091, 0.126], [0.167, 0.155, -0.016], [-0.083, 0.237, -0.012], [0.213, -0.036, -0.192], [0.010, -0.075, -0.080], [0.000, 0.150, 0.098], [0.184, -0.038, -0.141], [-0.158, 0.073, 0.044], [-0.103, 0.195, 0.201], [0.206, -0.183, 0.026], [0.165, -0.062, -0.024], [0.378, 0.254, -0.160], [-0.277, -0.052, 0.037], [0.116, -0.281, -0.137], [-0.281, -0.116, 0.175], [-0.260, -0.142, 0.191]], "gap_ev": 4.2621, "lumo_energy_ev": -3.126, "smiles": "N#CC1=C(C#N)C(=O)C(Cl)=C(Cl)C1=O.C1=C(N2CCCC2)CCC1"}

Record 4
{"formula": "C4H9N2O", "method": "wB97M-V/def2-TZVPD", "elements": ["O", "N", "N", "C", "C", "C", "C", "H", "H", "H", "H", "H", "H", "H", "H", "H"], "positions_angstrom": [[1.15656, -0.99021, 0.63383], [-2.54663, 0.76541, 0.48637], [-1.00487, -0.95280, -0.08750], [1.62517, 1.16621, -0.26143], [1.61725, 0.13272, 0.76534], [0.33770, -1.39274, -0.45394], [-1.28849, 0.35089, 0.12406], [0.87398, 1.88448, 0.05487], [-1.69933, -1.70559, -0.14994], [2.75153, 1.41273, -0.29490], [0.31298, -2.45674, -0.56960], [-2.65364, 1.76240, 0.46591], [1.13119, 0.74966, -1.22018], [-3.41108, 0.15146, 0.24615], [2.11255, 0.18967, 1.65866], [0.68513, -1.06753, -1.39770]], "forces_ev_per_a": [[-0.209, -3.090, 0.368], [0.496, -3.253, -1.904], [-1.116, -0.085, -0.641], [0.585, -1.185, -1.163], [-0.503, 1.424, -2.439], [-2.572, 0.153, 0.129], [-0.485, 0.655, 0.863], [0.587, 0.835, 0.187], [0.118, 0.315, 0.218], [-1.841, 0.511, -0.390], [0.316, -0.676, 0.787], [-0.336, 0.073, 0.090], [1.383, 0.917, 1.411], [1.749, 1.579, 0.799], [1.320, 0.800, 2.420], [0.508, 1.027, -0.735]], "gap_ev": 7.8710, "total_charge": 1, "relative_energy_kj_mol": 431.2, "lumo_energy_ev": -4.872}